# 1
An isolated molecule of C23H21N5O2 at a distorted geometry. Source: the Open Molecules 2025 dataset; level of theory: ωB97M-V with the def2-TZVPD basis set.

As for the SMILES: CCOCCCn1cnc2c(c1=O)c1nc3ccccc3nc1n2-c1ccccc1. The energy above the lowest of the compared OMol25 structures with the same formula, charge and spin is 0.0 kJ/mol. The calculation puts the HOMO energy at -8.32 eV. The frontier orbital gap comes out at 7.81 eV. The value obtained for the LUMO energy is -0.51 eV.

The geometry in ORCA input format:
```
! RIJCOSX wB97M-V def2-TZVPD def2/J DEFGRID3
* xyz 0 1
C -4.092 -0.317 -3.108
C -4.897 -1.192 -2.149
O -5.496 -0.466 -1.091
C -4.635 -0.057 -0.055
C -4.304 -1.186 0.930
C -3.486 -0.693 2.124
N -2.180 -0.212 1.714
C -1.950 1.099 1.539
N -0.842 1.639 1.150
C 0.163 0.771 0.905
C 0.048 -0.615 1.041
C -1.185 -1.209 1.465
O -1.458 -2.375 1.623
C 1.316 -1.161 0.679
N 1.766 -2.389 0.638
C 3.050 -2.527 0.252
C 3.607 -3.822 0.187
C 4.907 -3.992 -0.195
C 5.707 -2.885 -0.530
C 5.202 -1.616 -0.481
C 3.865 -1.404 -0.090
N 3.387 -0.139 -0.051
C 2.142 -0.031 0.325
N 1.414 1.129 0.472
C 1.885 2.436 0.235
C 1.366 3.509 0.951
C 1.840 4.786 0.709
C 2.831 5.002 -0.233
C 3.349 3.929 -0.939
C 2.880 2.648 -0.713
H -3.202 0.085 -2.629
H -4.704 0.511 -3.456
H -3.780 -0.911 -3.963
H -4.266 -2.001 -1.760
H -5.741 -1.638 -2.681
H -5.185 0.733 0.468
H -3.711 0.376 -0.461
H -3.743 -1.975 0.429
H -5.238 -1.615 1.296
H -3.320 -1.532 2.806
H -4.009 0.110 2.647
H -2.773 1.771 1.750
H 2.972 -4.653 0.450
H 5.333 -4.983 -0.243
H 6.733 -3.047 -0.828
H 5.799 -0.753 -0.731
H 0.594 3.342 1.683
H 1.433 5.617 1.267
H 3.199 6.000 -0.415
H 4.122 4.089 -1.676
H 3.286 1.813 -1.258
*
```



# 2
A structure of composition C23H22AgN3S2Se at a distorted geometry. Source: the Open Molecules 2025 dataset; level of theory: ωB97M-V with the def2-TZVPD basis set.

The calculation puts the HOMO energy at -6.91 eV. The frontier orbital gap comes out at 5.27 eV. The value obtained for the LUMO energy is -1.65 eV.

The geometry in ORCA input format:
```
! RIJCOSX wB97M-V def2-TZVPD def2/J DEFGRID3
* xyz 0 1
Ag 9.583 9.026 14.422
S 10.718 8.805 12.248
C 9.665 8.089 11.104
N 9.987 7.196 10.095
C 8.948 6.515 9.223
C 7.840 7.459 8.895
N 7.536 8.450 9.928
C 6.198 9.124 9.814
C 6.260 10.621 9.435
C 6.818 11.696 10.242
C 6.862 12.941 9.760
C 6.386 13.281 8.475
C 5.830 12.300 7.683
C 5.772 10.959 8.164
C 8.214 8.539 11.080
S 7.518 9.195 12.484
C 11.374 6.669 9.962
C 11.970 7.106 8.605
C 12.513 6.244 7.635
C 13.314 6.787 6.594
C 13.477 8.153 6.428
C 12.780 8.972 7.283
C 12.029 8.463 8.355
H 8.512 5.647 9.700
H 9.555 5.988 8.452
H 6.914 6.816 8.734
H 8.025 8.078 7.991
H 5.800 8.968 10.887
H 5.624 8.609 9.092
H 7.273 11.411 11.270
H 7.303 13.748 10.287
H 6.514 14.292 8.118
H 5.123 12.549 6.887
H 5.378 10.147 7.578
H 11.474 5.573 9.959
H 12.012 7.154 10.802
H 12.312 5.192 7.629
H 13.878 5.996 6.152
H 14.020 8.641 5.627
H 12.879 10.053 7.207
H 11.365 9.190 8.815
Se 9.234 9.374 16.955
C 9.345 11.262 16.756
C 10.551 12.040 16.830
C 10.395 13.376 16.756
N 9.210 13.998 16.660
C 8.092 13.286 16.753
C 8.135 11.900 16.817
H 11.592 11.682 16.887
H 11.312 13.992 16.955
H 7.195 13.882 16.650
H 7.285 11.314 16.806
*
```



# 3
A structure of composition C23H22Br2N3OPPd at a distorted geometry. Source: the Open Molecules 2025 dataset; level of theory: ωB97M-V with the def2-TZVPD basis set.

As for the expectation value of S²: 1.219. The energy above the lowest of the compared OMol25 structures with the same formula, charge and spin is 386.1 kJ/mol. The calculation puts the HOMO energy (spin up / spin down) at -9.83 / -9.95 eV. The frontier orbital gap (spin up / spin down) comes out at 3.88 / 4.18 eV. The value obtained for the LUMO energy (spin up / spin down) is -5.95 / -5.77 eV.

The geometry in ORCA input format:
```
! RIJCOSX wB97M-V def2-TZVPD def2/J DEFGRID3
* xyz 1 2
Pd 0.026 0.742 -2.029
Br -1.140 1.994 -3.973
C -0.193 3.526 -4.388
Br 1.387 2.679 -1.359
H 0.616 3.794 -3.737
H -0.609 4.188 -5.119
N 1.578 -1.728 -0.913
P 0.404 -0.691 -0.194
C -0.601 -1.877 0.760
C -1.859 -2.213 0.277
C -2.665 -3.084 0.989
C -2.204 -3.635 2.175
C -0.939 -3.317 2.647
C -0.132 -2.440 1.943
C 1.354 0.202 1.067
C 0.698 0.729 2.177
C 1.365 1.595 3.025
C 2.685 1.939 2.775
C 3.350 1.399 1.685
C 2.684 0.540 0.830
C 1.820 -1.792 -2.259
C 2.572 -2.849 -2.795
C 2.813 -2.889 -4.148
C 2.324 -1.866 -4.956
C 1.594 -0.858 -4.364
N 1.347 -0.821 -3.052
H 1.964 -2.489 -0.365
H -2.194 -1.767 -0.651
H -3.651 -3.325 0.619
H -2.825 -4.328 2.724
H -0.580 -3.746 3.571
H 0.852 -2.183 2.313
H -0.328 0.445 2.371
H 0.852 2.009 3.880
H 3.190 2.643 3.419
H 4.377 1.666 1.484
H 3.183 0.138 -0.041
H 2.952 -3.618 -2.142
H 3.377 -3.708 -4.569
H 2.511 -1.862 -6.017
H 1.199 -0.042 -4.959
O -1.595 0.857 -0.114
N -2.175 1.549 0.810
C -3.109 0.966 1.582
C -3.749 1.666 2.579
C -3.410 2.995 2.796
C -2.422 3.569 2.007
C -1.817 2.826 1.019
H -3.317 -0.070 1.359
H -4.504 1.170 3.171
H -3.904 3.570 3.559
H -2.113 4.591 2.158
H -1.038 3.211 0.372
*
```



# 4
A cluster of 2 separate species, C23H22ClN2 in total at a distorted geometry. Source: the Open Molecules 2025 dataset; level of theory: ωB97M-V with the def2-TZVPD basis set.

The energy above the lowest of the compared OMol25 structures with the same formula, charge and spin is 8.2 kJ/mol. The calculation puts the HOMO energy at -10.34 eV. The frontier orbital gap comes out at 5.39 eV. The value obtained for the LUMO energy is -4.95 eV.

The geometry in ORCA input format:
```
! RIJCOSX wB97M-V def2-TZVPD def2/J DEFGRID3
* xyz 1 1
Cl 3.124 -0.200 1.438
C 1.388 -0.198 1.484
C 0.694 -1.396 1.512
C -0.682 -1.397 1.544
C -1.387 -0.194 1.544
N -2.783 -0.187 1.584
C -0.678 1.006 1.521
C 0.697 1.002 1.490
H 1.246 -2.320 1.515
H -1.232 -2.321 1.548
H -3.274 0.625 1.239
H -3.279 -1.020 1.304
H -1.228 1.931 1.512
H 1.251 1.925 1.479
C -8.621 1.823 3.235
N -7.564 1.288 4.093
C -6.230 1.319 3.812
C -5.509 0.676 4.833
C -4.128 0.379 4.805
C -3.347 -0.163 5.880
C -3.520 0.198 7.234
C -2.816 -0.438 8.231
C -1.916 -1.460 7.934
C -1.232 -2.211 9.027
C -1.693 -1.785 6.597
C -2.366 -1.133 5.594
C -6.501 0.197 5.779
C -6.412 -0.614 6.916
C -7.560 -0.964 7.586
C -8.808 -0.529 7.134
C -8.921 0.237 5.996
C -7.763 0.597 5.304
H -9.604 1.641 3.660
H -8.492 2.895 3.109
H -8.578 1.355 2.253
H -5.809 1.770 2.929
H -3.666 0.383 3.830
H -4.219 0.978 7.481
H -2.951 -0.150 9.262
H -0.545 -2.958 8.625
H -0.658 -1.540 9.669
H -1.957 -2.734 9.653
H -1.006 -2.580 6.357
H -2.189 -1.384 4.564
H -5.457 -0.976 7.246
H -7.494 -1.592 8.461
H -9.693 -0.808 7.684
H -9.881 0.550 5.633
*
```



# 5
An isolated molecule of C23H22ClN3O3S at a distorted geometry. Source: the Open Molecules 2025 dataset; level of theory: ωB97M-V with the def2-TZVPD basis set.

As for the SMILES: O=C(NCc1ccccc1)c1onc(CSc2ccc(Cl)cc2)c1C(=O)NCC1CC1. The energy above the lowest of the compared OMol25 structures with the same formula, charge and spin is 0.0 kJ/mol. The calculation puts the HOMO energy at -8.54 eV. The frontier orbital gap comes out at 8.46 eV. The value obtained for the LUMO energy is -0.08 eV.

The geometry in ORCA input format:
```
! RIJCOSX wB97M-V def2-TZVPD def2/J DEFGRID3
* xyz 0 1
O -0.105 -1.230 -1.825
C 0.857 -0.519 -1.575
N 1.356 0.390 -2.424
C 0.735 0.701 -3.694
C 0.224 2.119 -3.717
C 0.638 3.010 -4.697
C 0.163 4.310 -4.706
C -0.723 4.732 -3.730
C -1.137 3.849 -2.747
C -0.666 2.550 -2.740
C 1.570 -0.576 -0.277
O 2.374 0.467 0.026
N 2.859 0.313 1.276
C 2.395 -0.814 1.747
C 2.598 -1.210 3.150
S 0.989 -1.012 4.038
C 0.342 0.429 3.220
C 1.101 1.585 3.096
C 0.606 2.660 2.381
C -0.654 2.578 1.810
Cl -1.262 3.914 0.900
C -1.434 1.441 1.961
C -0.930 0.365 2.666
C 1.551 -1.454 0.784
C 0.955 -2.806 0.997
O 1.445 -3.570 1.809
N -0.119 -3.075 0.244
C -0.852 -4.311 0.371
C -2.144 -4.147 1.156
C -2.826 -2.816 1.249
C -2.138 -3.393 2.450
H 2.110 0.986 -2.114
H 1.460 0.544 -4.498
H -0.091 -0.007 -3.816
H 1.330 2.684 -5.461
H 0.489 4.995 -5.475
H -1.091 5.747 -3.736
H -1.829 4.174 -1.985
H -0.991 1.860 -1.974
H 3.362 -0.600 3.628
H 2.815 -2.273 3.236
H 2.081 1.645 3.541
H 1.197 3.555 2.266
H -2.417 1.394 1.520
H -1.519 -0.531 2.785
H -0.393 -2.428 -0.490
H -0.205 -5.028 0.887
H -1.077 -4.688 -0.632
H -2.775 -5.026 1.096
H -3.905 -2.794 1.238
H -2.372 -1.972 0.752
H -2.743 -3.761 3.264
H -1.203 -2.959 2.772
*
```



# 6
A structure of composition C23H22FN4O3PdS2. Source: the Open Molecules 2025 dataset; level of theory: ωB97M-V with the def2-TZVPD basis set.

The energy above the lowest of the compared OMol25 structures with the same formula, charge and spin is 72.3 kJ/mol. The calculation puts the HOMO energy at -9.49 eV. The frontier orbital gap comes out at 6.13 eV. The value obtained for the LUMO energy is -3.36 eV.

The geometry in ORCA input format:
```
! RIJCOSX wB97M-V def2-TZVPD def2/J DEFGRID3
* xyz 1 1
Pd 3.169 -3.099 -1.195
C -2.267 2.603 -1.728
C -0.787 2.851 -1.486
N -0.089 1.662 -0.993
C 0.514 0.844 -1.889
C 1.184 -0.296 -1.588
C 1.828 -1.036 -2.742
O 1.284 -1.017 -3.831
O 2.976 -1.559 -2.465
C 1.241 -0.742 -0.223
O 1.755 -1.797 0.175
C 0.545 0.128 0.742
C 0.541 -0.240 2.087
C -0.087 0.547 3.010
F -0.031 0.204 4.315
C -0.772 1.710 2.640
C -0.778 2.072 1.306
C -0.103 1.306 0.343
N -1.467 2.539 3.570
C -0.902 3.853 3.843
C -2.070 4.835 4.053
N -3.293 4.019 4.373
C -2.980 2.984 5.412
C -2.026 1.950 4.780
H -2.740 3.501 -2.124
H -2.782 2.316 -0.810
H -2.404 1.799 -2.452
H -0.623 3.667 -0.783
H -0.293 3.144 -2.411
H 0.441 1.145 -2.926
H 1.060 -1.141 2.385
H -1.345 2.946 1.019
H -0.298 4.179 3.001
H -0.253 3.836 4.728
H -2.298 5.413 3.160
H -1.906 5.514 4.887
H -3.558 3.524 3.518
H -4.066 4.618 4.660
H -3.912 2.538 5.749
H -2.524 3.516 6.245
H -2.565 1.044 4.511
H -1.272 1.683 5.524
S 3.570 -5.101 -0.085
C 3.147 -5.648 -1.670
N 2.825 -4.645 -2.432
C 2.524 -4.997 -3.741
C 2.175 -4.144 -4.781
C 1.897 -4.718 -6.007
C 1.962 -6.102 -6.196
C 2.312 -6.949 -5.161
C 2.597 -6.380 -3.926
S 3.081 -7.184 -2.448
H 2.134 -3.073 -4.625
H 1.626 -4.082 -6.839
H 1.738 -6.519 -7.169
H 2.367 -8.019 -5.311
*
```



# 7
An isolated molecule of C23H22N2 at a distorted geometry. Source: the Open Molecules 2025 dataset; level of theory: ωB97M-V with the def2-TZVPD basis set.

As for the SMILES: Cc1ccc2c(c1)/C(=N\C1CCCCC1)c1cc3ccccc3nc1-2. The energy above the lowest of the compared OMol25 structures with the same formula, charge and spin is 0.0 kJ/mol. The calculation puts the HOMO energy at -8.26 eV. The frontier orbital gap comes out at 7.95 eV. The value obtained for the LUMO energy is -0.31 eV.

The geometry in ORCA input format:
```
! RIJCOSX wB97M-V def2-TZVPD def2/J DEFGRID3
* xyz 0 1
C -1.267 1.535 4.283
C -0.405 0.698 3.357
C 0.645 -0.088 3.954
C 1.386 -0.727 2.972
C 1.054 -0.856 1.619
C 0.031 -0.022 1.144
C -0.736 0.699 2.057
C -0.011 -0.438 -0.322
N -0.653 0.255 -1.234
C -1.651 1.343 -0.973
C -2.642 1.424 -2.164
C -3.592 2.650 -2.043
C -3.038 3.953 -1.511
C -1.964 3.891 -0.418
C -0.983 2.726 -0.697
C 0.913 -1.555 -0.596
C 1.253 -2.268 -1.769
C 2.313 -3.161 -1.652
C 2.679 -4.091 -2.705
C 3.748 -4.932 -2.348
C 4.542 -4.856 -1.120
C 4.242 -3.892 -0.162
C 3.015 -3.181 -0.419
N 2.645 -2.501 0.705
C 1.638 -1.635 0.582
H -1.534 0.868 5.129
H -2.147 1.949 3.866
H -0.693 2.361 4.623
H 0.932 -0.085 5.006
H 2.185 -1.372 3.202
H -1.653 1.147 1.692
H -2.279 1.080 -0.175
H -3.107 0.443 -2.344
H -1.963 1.588 -3.022
H -3.955 2.811 -3.053
H -4.482 2.366 -1.402
H -3.862 4.636 -1.244
H -2.716 4.580 -2.377
H -1.542 4.806 -0.148
H -2.525 3.590 0.451
H -0.447 3.078 -1.540
H -0.227 2.663 0.128
H 0.718 -2.181 -2.739
H 2.013 -4.384 -3.540
H 3.982 -5.740 -3.038
H 5.430 -5.503 -0.850
H 4.714 -3.670 0.838
*
```



# 8
A structure of composition C23H22N2OPSSe2Ta. Source: the Open Molecules 2025 dataset; level of theory: ωB97M-V with the def2-TZVPD basis set.

The calculation puts the HOMO energy at -18.20 eV. The frontier orbital gap comes out at 3.59 eV. The value obtained for the LUMO energy is -14.61 eV.

The geometry in ORCA input format:
```
! RIJCOSX wB97M-V def2-TZVPD def2/J DEFGRID3
* xyz 4 1
Ta 0.965 0.380 0.487
Se -0.181 1.718 -1.119
P 1.484 0.791 -2.485
Se 2.525 -0.638 -0.993
C 0.696 -0.108 -3.748
C -0.468 -0.867 -3.538
C -1.002 -1.565 -4.597
C -0.378 -1.518 -5.849
C 0.779 -0.772 -6.051
C 1.335 -0.057 -5.005
C 2.604 2.037 -2.976
C 3.989 1.945 -2.765
C 4.806 2.923 -3.302
C 4.250 3.978 -4.022
C 2.872 4.069 -4.221
C 2.034 3.101 -3.703
H -0.963 -0.895 -2.574
H -1.908 -2.143 -4.469
H -0.807 -2.068 -6.678
H 1.248 -0.744 -7.026
H 2.232 0.527 -5.163
H 4.434 1.120 -2.224
H 5.877 2.859 -3.172
H 4.899 4.739 -4.438
H 2.457 4.892 -4.787
H 0.965 3.164 -3.880
S -2.727 -3.632 3.945
C -1.842 -2.542 3.076
C -1.895 -1.109 3.214
C -1.102 -0.328 2.461
N -0.192 -0.838 1.518
C -0.156 -2.243 1.360
C -0.924 -3.067 2.086
C -3.778 -2.667 4.994
C -3.531 -2.715 6.355
C -4.438 -2.051 7.184
N -5.496 -1.420 6.693
C -5.741 -1.404 5.386
C -4.894 -2.032 4.476
H -2.564 -0.649 3.928
H -1.148 0.752 2.562
H 0.526 -2.633 0.616
H -0.852 -4.135 1.920
H -2.682 -3.240 6.776
H -4.313 -2.039 8.260
H -6.637 -0.887 5.064
H -5.130 -2.039 3.418
C 2.647 2.712 2.007
O 1.833 1.399 2.066
H 3.662 2.451 2.287
H 2.167 3.395 2.699
H 2.571 3.053 0.980
H 1.894 1.037 2.966
*
```